1.
The following is a DFT calculation (the ωB97M-V functional and the def2-TZVPD basis) of a cluster of 5 separate species, C14H12B2Br6O16 in total at a distorted geometry.

Last column: natural (NBO) charge in e.
Element x y z (Å)
Br  4.539  -0.478  -3.710  -0.06
Br  5.804  1.326  3.986  -0.07
Br  -1.574  4.052  -2.003  0.01
Br  0.454  0.436  -5.551  -0.08
Br  -1.879  5.209  -5.491  -0.06
Br  2.439  2.947  4.294  -0.05
O  1.715  -0.866  2.298  -0.68
O  0.374  -1.969  0.759  -0.66
O  -5.256  -3.051  1.159  -0.65
O  -5.056  0.418  1.350  -0.56
O  0.832  -4.080  1.463  -0.53
O  -1.516  -4.847  2.992  -0.55
O  1.622  -0.035  0.018  -0.64
O  -6.741  -1.722  0.157  -0.58
O  -3.929  -1.366  2.103  -0.65
O  -0.675  2.443  0.635  -0.53
O  1.461  1.829  -1.241  -0.62
O  -3.498  -4.414  5.158  -0.57
O  -2.991  -3.608  1.865  -0.65
O  -4.548  -3.233  3.546  -0.66
O  2.496  -2.680  3.384  -0.58
O  -0.200  0.375  1.454  -0.64
C  2.753  0.427  -3.911  -0.43
C  -3.625  -4.033  4.025  0.68
C  4.157  1.062  2.909  -0.43
C  1.788  -2.129  2.582  0.69
C  1.876  -0.588  -4.593  -0.40
C  -1.151  3.525  -4.778  -0.42
C  -0.048  1.437  0.646  0.67
C  -5.760  -1.874  0.835  0.67
C  1.125  1.118  -0.327  0.69
C  -2.552  -4.239  2.928  0.67
C  0.938  -2.889  1.518  0.68
C  -4.866  -0.761  1.397  0.68
C  3.404  2.329  2.661  -0.42
C  -0.358  3.771  -3.498  -0.46
B  0.837  -0.591  1.130  1.17
B  -4.201  -2.817  2.178  1.15
H  4.095  3.143  2.444  0.22
H  0.241  4.664  -3.636  0.22
H  -1.943  2.784  -4.795  0.23
H  1.406  -1.296  -3.916  0.24
H  2.330  0.721  -2.952  0.27
H  2.880  1.295  -4.549  0.22
H  2.293  -1.118  -5.441  0.22
H  -0.410  3.169  -5.495  0.22
H  3.524  0.349  3.428  0.26
H  4.492  0.647  1.961  0.23
H  0.198  2.884  -3.208  0.25
H  2.703  2.323  1.830  0.24

- HOMO-LUMO gap: 0.302 Ha
- Total charge: -2
- HOMO: -4.915 eV

2.
The following is a DFT calculation (the ωB97M-V functional and the def2-TZVPD basis) of a structure of composition C14H12BrCl2F3N3O4RhS at a distorted geometry.

Last column: natural (NBO) charge in e.
Element x y z (Å)
Rh  -1.003  -0.926  -0.095  1.17
Br  -0.267  -1.775  2.392  0.32
Cl  -4.101  -3.013  0.084  0.04
Cl  -3.355  -0.306  0.814  0.13
S  -1.863  -2.885  -1.889  2.31
F  0.306  -1.680  -2.493  -0.36
F  0.441  -3.791  -2.938  -0.28
F  -0.646  -2.477  -4.270  -0.27
O  -2.782  -3.819  -2.404  -0.81
O  -2.279  -1.463  -1.888  -0.90
O  4.921  -2.197  1.741  -0.59
O  -1.194  -3.158  -0.614  -0.89
N  1.278  -0.985  0.311  -0.51
N  -0.998  3.242  -1.333  -0.49
N  -0.773  1.292  -0.324  -0.47
C  -1.189  1.921  -1.413  0.25
C  3.775  -1.811  1.240  0.43
C  0.547  4.570  1.782  -0.17
C  -0.293  2.254  0.526  0.06
C  0.227  2.167  1.825  -0.22
C  2.605  -2.031  2.007  -0.31
C  -0.422  3.509  -0.111  0.16
C  0.011  4.680  0.497  -0.22
C  1.417  -1.597  1.486  0.16
C  3.623  -1.176  -0.006  -0.31
C  -0.353  -2.747  -3.020  0.74
C  -4.643  -1.318  0.171  -0.40
C  0.635  3.343  2.435  -0.18
C  2.370  -0.783  -0.427  0.10
H  -1.231  3.925  -2.042  0.46
H  2.675  -2.520  2.965  0.28
H  -1.624  1.419  -2.262  0.24
H  2.235  -0.286  -1.378  0.24
H  1.031  3.309  3.439  0.24
H  4.479  -0.983  -0.637  0.26
H  0.294  1.215  2.333  0.21
H  0.903  5.460  2.278  0.25
H  -0.060  5.636  0.005  0.25
H  -4.899  -0.960  -0.831  0.26
H  -5.492  -1.241  0.861  0.27
H  5.695  -2.013  1.182  0.52

- HOMO-LUMO gap (spin up / spin down): 0.173 / 0.176 Ha
- Total charge: +2
- Relative energy (zero: lowest compared OMol25 entry of this formula, charge and spin): 34.0 kcal/mol
- HOMO (spin up / spin down): -14.908 / -14.908 eV

3.
The following is a DFT calculation (the ωB97M-V functional and the def2-TZVPD basis) of an isolated molecule of C14H12BrN3O3 at a distorted geometry.

Last column: natural (NBO) charge in e.
Element x y z (Å)
Br  -2.606  -4.133  0.852  0.08
O  0.763  2.300  -4.042  -0.70
O  -0.295  0.378  4.106  -0.38
O  1.845  2.493  4.092  -0.57
N  2.724  0.855  -1.346  -0.61
N  1.794  2.489  1.815  -0.61
N  0.693  0.735  0.651  -0.50
C  0.501  0.890  3.070  0.13
C  1.206  2.668  -1.663  -0.45
C  2.500  1.086  -2.747  -0.25
C  -1.639  -1.759  4.208  -0.26
C  0.212  0.331  1.951  0.14
C  -2.062  -2.840  3.415  -0.20
C  1.422  1.948  3.083  0.61
C  -0.512  -0.834  2.298  -0.11
C  -1.817  -2.878  2.017  -0.12
C  1.449  1.757  0.633  0.50
C  1.020  1.693  -2.797  0.09
C  -1.104  -1.829  1.476  -0.18
C  2.186  2.064  -0.661  -0.11
C  -0.832  -0.750  3.704  0.33
H  3.356  1.695  -3.178  0.20
H  -0.136  2.678  -3.973  0.47
H  -1.834  -1.567  5.211  0.23
H  -2.723  -3.671  3.718  0.24
H  0.248  2.759  -1.196  0.21
H  3.033  2.707  -0.500  0.20
H  0.280  0.937  -2.614  0.17
H  2.515  3.243  1.728  0.44
H  2.153  0.004  -1.014  0.38
H  2.559  0.130  -3.304  0.21
H  1.499  3.631  -1.978  0.23
H  -0.935  -1.750  0.451  0.22

- HOMO-LUMO gap: 0.325 Ha
- Structure (SMILES): O=c1[nH]c([C@@H]2C[C@@H](O)CN2)nc2c1oc1ccc(Br)cc12
- Relative energy (zero: lowest compared OMol25 entry of this formula, charge and spin): 34.4 kcal/mol
- HOMO: -9.077 eV

4.
The following is a DFT calculation (the ωB97M-V functional and the def2-TZVPD basis) of a structure of composition C14H12Cl3CuN5OSSi.

Last column: Löwdin spin population.
Element x y z (Å)
Cu  -0.257  0.436  -0.116  0.02
Cl  -3.017  0.224  -0.362  0.01
Cl  -2.470  -0.663  -3.337  0.00
Cl  -2.389  2.588  -2.315  0.00
S  2.924  -1.261  1.333  0.02
Si  -1.488  0.675  -2.009  0.00
O  1.273  0.615  -4.983  0.00
N  -0.213  1.132  -3.213  0.00
N  0.350  -1.486  2.276  0.03
N  1.666  -3.319  2.469  0.00
N  0.120  -0.220  1.758  0.24
N  -0.319  2.215  0.771  0.17
C  1.532  -1.979  2.051  0.02
C  0.678  -3.687  -2.057  0.00
C  -0.482  -3.506  -1.318  0.00
C  1.108  -1.326  -1.928  0.00
C  1.480  -2.595  -2.350  0.00
C  -0.379  2.032  2.152  0.16
C  -0.846  -2.238  -0.892  0.00
C  0.526  0.837  -4.092  0.00
C  -0.662  4.573  1.088  0.11
C  -0.785  4.389  2.494  0.11
C  -0.065  -1.124  -1.202  0.00
C  -0.133  0.725  2.621  0.06
C  -0.638  3.131  3.002  0.02
C  -0.446  3.466  0.306  0.03
H  1.760  -0.489  -2.144  0.00
H  2.404  -2.726  -2.902  0.00
H  -0.988  5.229  3.148  0.01
H  -1.745  -2.103  -0.305  0.00
H  -0.711  2.944  4.068  0.00
H  0.966  -4.679  -2.389  0.00
H  0.975  -3.561  3.167  0.00
H  -0.113  0.516  3.688  0.00
H  -0.754  5.546  0.625  0.01
H  2.616  -3.525  2.732  0.00
H  -0.371  3.570  -0.770  0.00
H  -1.104  -4.357  -1.065  0.00

- HOMO-LUMO gap (spin up / spin down): 0.175 / 0.235 Ha
- Spin multiplicity: 2
- Total charge: -2
- Relative energy (zero: lowest compared OMol25 entry of this formula, charge and spin): 5.5 kcal/mol
- HOMO (spin up / spin down): 0.265 / -1.350 eV

5.
The following is a DFT calculation (the ωB97M-V functional and the def2-TZVPD basis) of a cluster of 2 separate species, C14H12Cl4O2 in total.

Last column: natural (NBO) charge in e.
Element x y z (Å)
Cl  3.712  -2.534  -0.927  -0.03
Cl  4.765  -2.488  1.801  -0.01
Cl  -2.294  3.279  2.204  -0.04
Cl  -4.291  1.277  -0.058  -0.02
O  1.904  1.157  0.902  -0.50
O  -2.056  2.112  -1.752  -0.48
C  -0.429  0.739  0.981  -0.23
C  -2.547  0.875  3.549  -0.63
C  -2.905  0.865  0.993  -0.23
C  -3.027  1.661  2.307  -0.21
C  1.986  -0.307  -1.683  -0.16
C  -1.554  0.974  0.304  -0.06
C  4.603  -3.430  0.317  -0.39
C  -1.383  1.304  -1.161  0.52
C  -0.366  0.167  -3.147  -0.19
C  0.907  0.338  -1.103  -0.15
C  0.701  -0.507  -3.725  -0.19
C  -0.255  0.580  -1.829  -0.04
C  0.908  0.793  0.317  0.53
C  1.865  -0.722  -3.002  -0.20
H  4.060  -4.340  0.539  0.22
H  2.687  -1.244  -3.475  0.22
H  5.592  -3.660  -0.060  0.22
H  -2.100  -0.066  3.224  0.20
H  -3.378  0.622  4.202  0.23
H  -3.039  -0.185  1.252  0.24
H  0.594  -0.849  -4.747  0.22
H  -1.296  0.361  -3.666  0.23
H  2.896  -0.481  -1.112  0.24
H  -4.091  1.827  2.453  0.24
H  -1.762  1.416  4.072  0.24
H  -0.407  0.470  2.030  0.23

- HOMO-LUMO gap: 0.324 Ha
- Structure (SMILES): C[C@@H](Cl)[C@@H](Cl)C1=CC(=O)c2ccccc2C1=O.ClCCl
- Relative energy (zero: lowest compared OMol25 entry of this formula, charge and spin): 0.0 kcal/mol
- HOMO: -9.649 eV

6.
The following is a DFT calculation (the ωB97M-V functional and the def2-TZVPD basis) of an isolated molecule of C14H12ClN3O2S3 at a distorted geometry.

Last column: natural (NBO) charge in e.
Element x y z (Å)
Cl  -2.636  3.551  2.225  0.07
S  -2.843  -1.088  -1.309  2.34
S  -3.146  0.847  1.046  0.50
S  2.757  -1.561  1.636  0.40
O  -4.054  -1.662  -0.811  -0.94
O  -2.681  -0.868  -2.712  -0.92
N  2.090  2.505  -1.523  -0.41
N  -1.589  -2.052  -0.818  -0.86
N  0.535  -0.706  0.682  -0.47
C  -2.589  0.501  -0.543  -0.55
C  -2.500  2.457  0.927  -0.24
C  -1.207  -2.146  1.657  -0.45
C  -1.911  2.693  -0.279  -0.29
C  4.299  1.732  -1.057  -0.25
C  3.403  2.609  -1.654  0.05
C  3.797  0.695  -0.294  -0.14
C  0.219  -1.734  1.507  0.13
C  2.414  0.571  -0.153  -0.15
C  1.609  1.520  -0.797  0.07
C  -1.969  1.563  -1.122  -0.21
C  -1.715  -2.840  0.380  -0.22
C  1.806  -0.475  0.630  0.09
C  1.294  -2.321  2.109  -0.43
H  5.363  1.858  -1.190  0.22
H  1.306  -3.142  2.796  0.24
H  4.457  -0.014  0.188  0.22
H  -1.452  3.626  -0.550  0.25
H  -2.778  -3.066  0.476  0.24
H  -0.692  -1.603  -0.940  0.42
H  3.748  3.434  -2.263  0.20
H  -1.164  -3.775  0.231  0.20
H  -1.585  1.525  -2.124  0.26
H  0.534  1.463  -0.701  0.21
H  -1.305  -2.836  2.495  0.22
H  -1.815  -1.263  1.855  0.23

- HOMO-LUMO gap: 0.314 Ha
- Structure (SMILES): O=S(=O)(NCCc1csc(-c2cccnc2)n1)c1ccc(Cl)s1
- Relative energy (zero: lowest compared OMol25 entry of this formula, charge and spin): 0.0 kcal/mol
- HOMO: -8.859 eV

7.
The following is a DFT calculation (the ωB97M-V functional and the def2-TZVPD basis) of a structure of composition C14H12ClNO5PbS.

Last column: natural (NBO) charge in e.
Element x y z (Å)
Pb  2.433  1.619  1.133  1.42
Cl  3.411  2.616  -0.808  -0.57
S  0.865  -2.616  1.825  1.53
O  1.675  -1.398  1.737  -0.74
O  0.743  3.347  1.298  -0.59
O  -3.914  4.566  -2.511  -0.33
O  0.584  1.008  -0.400  -0.61
O  -3.987  6.328  -1.255  -0.30
N  -3.545  5.258  -1.589  0.51
C  2.051  -4.319  -1.555  -0.18
C  2.035  -3.520  -0.428  -0.19
C  -2.407  4.735  -0.794  0.14
C  -0.252  3.724  0.647  0.45
C  0.901  -3.569  0.383  -0.26
C  -0.796  2.979  -0.485  -0.16
C  -0.894  4.970  1.015  -0.12
C  -1.951  5.467  0.294  -0.18
C  -0.221  -4.340  0.075  -0.19
C  -0.179  -5.124  -1.065  -0.19
C  -1.850  3.501  -1.184  -0.12
C  -0.309  1.665  -0.913  0.46
C  0.945  -5.102  -1.874  -0.10
C  1.435  -3.602  3.221  -0.78
H  2.880  -2.899  -0.164  0.25
H  2.926  -4.343  -2.190  0.26
H  1.415  -2.950  4.092  0.29
H  0.961  -5.703  -2.773  0.25
H  -0.482  5.497  1.866  0.26
H  -1.023  -5.747  -1.328  0.26
H  -0.831  1.253  -1.788  0.17
H  -1.093  -4.330  0.717  0.24
H  0.752  -4.441  3.339  0.28
H  -2.434  6.402  0.544  0.29
H  -2.285  2.996  -2.038  0.28
H  2.441  -3.925  2.955  0.28

- HOMO-LUMO gap (spin up / spin down): 0.256 / 0.199 Ha
- Total charge: +2
- HOMO (spin up / spin down): -16.160 / -15.660 eV

Repeat the seventh record exactly.
The following is a DFT calculation (the ωB97M-V functional and the def2-TZVPD basis) of a structure of composition C14H12ClNO5PbS.

Last column: natural (NBO) charge in e.
Element x y z (Å)
Pb  2.433  1.619  1.133  1.42
Cl  3.411  2.616  -0.808  -0.57
S  0.865  -2.616  1.825  1.53
O  1.675  -1.398  1.737  -0.74
O  0.743  3.347  1.298  -0.59
O  -3.914  4.566  -2.511  -0.33
O  0.584  1.008  -0.400  -0.61
O  -3.987  6.328  -1.255  -0.30
N  -3.545  5.258  -1.589  0.51
C  2.051  -4.319  -1.555  -0.18
C  2.035  -3.520  -0.428  -0.19
C  -2.407  4.735  -0.794  0.14
C  -0.252  3.724  0.647  0.45
C  0.901  -3.569  0.383  -0.26
C  -0.796  2.979  -0.485  -0.16
C  -0.894  4.970  1.015  -0.12
C  -1.951  5.467  0.294  -0.18
C  -0.221  -4.340  0.075  -0.19
C  -0.179  -5.124  -1.065  -0.19
C  -1.850  3.501  -1.184  -0.12
C  -0.309  1.665  -0.913  0.46
C  0.945  -5.102  -1.874  -0.10
C  1.435  -3.602  3.221  -0.78
H  2.880  -2.899  -0.164  0.25
H  2.926  -4.343  -2.190  0.26
H  1.415  -2.950  4.092  0.29
H  0.961  -5.703  -2.773  0.25
H  -0.482  5.497  1.866  0.26
H  -1.023  -5.747  -1.328  0.26
H  -0.831  1.253  -1.788  0.17
H  -1.093  -4.330  0.717  0.24
H  0.752  -4.441  3.339  0.28
H  -2.434  6.402  0.544  0.29
H  -2.285  2.996  -2.038  0.28
H  2.441  -3.925  2.955  0.28

- HOMO-LUMO gap (spin up / spin down): 0.256 / 0.199 Ha
- Total charge: +2
- HOMO (spin up / spin down): -16.160 / -15.660 eV

Please write out number 5 again, unchanged.
The following is a DFT calculation (the ωB97M-V functional and the def2-TZVPD basis) of a cluster of 2 separate species, C14H12Cl4O2 in total.

Last column: natural (NBO) charge in e.
Element x y z (Å)
Cl  3.712  -2.534  -0.927  -0.03
Cl  4.765  -2.488  1.801  -0.01
Cl  -2.294  3.279  2.204  -0.04
Cl  -4.291  1.277  -0.058  -0.02
O  1.904  1.157  0.902  -0.50
O  -2.056  2.112  -1.752  -0.48
C  -0.429  0.739  0.981  -0.23
C  -2.547  0.875  3.549  -0.63
C  -2.905  0.865  0.993  -0.23
C  -3.027  1.661  2.307  -0.21
C  1.986  -0.307  -1.683  -0.16
C  -1.554  0.974  0.304  -0.06
C  4.603  -3.430  0.317  -0.39
C  -1.383  1.304  -1.161  0.52
C  -0.366  0.167  -3.147  -0.19
C  0.907  0.338  -1.103  -0.15
C  0.701  -0.507  -3.725  -0.19
C  -0.255  0.580  -1.829  -0.04
C  0.908  0.793  0.317  0.53
C  1.865  -0.722  -3.002  -0.20
H  4.060  -4.340  0.539  0.22
H  2.687  -1.244  -3.475  0.22
H  5.592  -3.660  -0.060  0.22
H  -2.100  -0.066  3.224  0.20
H  -3.378  0.622  4.202  0.23
H  -3.039  -0.185  1.252  0.24
H  0.594  -0.849  -4.747  0.22
H  -1.296  0.361  -3.666  0.23
H  2.896  -0.481  -1.112  0.24
H  -4.091  1.827  2.453  0.24
H  -1.762  1.416  4.072  0.24
H  -0.407  0.470  2.030  0.23

- HOMO-LUMO gap: 0.324 Ha
- Structure (SMILES): C[C@@H](Cl)[C@@H](Cl)C1=CC(=O)c2ccccc2C1=O.ClCCl
- Relative energy (zero: lowest compared OMol25 entry of this formula, charge and spin): 0.0 kcal/mol
- HOMO: -9.649 eV